Computed, not measured: C21H28Br2Cl3K2MgN3O10P2 as an isolated structure at a distorted geometry, with the ωB97M-V functional and the def2-TZVPD basis.

Results
Relative energy (zero: lowest compared OMol25 entry of this formula, charge and spin) in kJ/mol: 301.12

```
! RIJCOSX wB97M-V def2-TZVPD def2/J DEFGRID3
* xyz 2 1
C 2.5316 -1.0779 4.8535
C 3.1172 -0.2300 3.5863
C 4.4684 0.5590 3.8316
C 4.9976 1.3048 2.6720
C 4.2282 1.3057 1.3193
C 2.9412 0.5450 1.1229
C 2.4260 -0.2076 2.2558
C 1.1196 -1.1005 2.1869
N 0.8019 -1.4639 0.7641
N 1.3685 -2.5860 0.4013
C 1.1371 -3.0217 -0.8459
C 1.8392 -4.3592 -1.2632
C 3.0447 -3.9177 -2.2045
O 3.2784 -4.5340 -3.2105
C 0.2596 -2.2405 -1.7464
C -0.0317 -2.7943 -3.1838
C -1.3782 -3.6211 -3.2683
C -1.3065 -5.0439 -2.6003
Br -2.9553 -2.6736 -2.5599
C -0.3369 -0.9751 -1.3325
C -0.0026 -0.5830 0.0803
P -0.7265 1.0406 0.6974
P -2.6270 1.4088 -0.4108
O -2.4249 2.4245 -1.4786
O -3.2606 0.0207 -1.0791
O -3.8241 1.9733 0.6140
H 2.9794 -2.0966 4.9531
H 1.4148 -1.1851 4.7788
H 2.7211 -0.5293 5.8442
H 5.0289 0.5196 4.8573
H 6.0123 1.8752 2.8114
H 4.6914 1.8753 0.4893
H 2.4023 0.5518 0.1444
H 0.2445 -0.6683 2.7292
H 1.3912 -2.0405 2.7423
H 1.1868 -5.0156 -1.8789
H 2.3170 -4.8708 -0.3888
H 3.7418 -3.0651 -1.9617
H -0.1129 -1.9224 -3.8801
H 0.8103 -3.4538 -3.5064
H -1.5764 -3.7981 -4.3608
H -2.3113 -5.5353 -2.6177
H -0.5135 -5.6657 -3.1062
H -1.0275 -4.9566 -1.5107
H -0.9802 -0.3389 -1.9782
H -1.1591 0.8595 2.0600
H -2.9237 -0.7810 -0.6334
H -3.7912 1.3528 1.3792
C -3.3430 3.0250 -4.2453
C -4.7762 3.3036 -4.5952
O -4.8154 3.0229 -6.0062
C -3.7795 2.1580 -6.2738
O -3.6326 1.6022 -7.3166
O -2.9647 2.0307 -5.2108
H -3.2253 2.6452 -3.2290
H -2.7025 3.9007 -4.3726
H -5.4715 2.6356 -4.0850
H -5.0649 4.3344 -4.3941
Cl 7.6560 2.7151 3.0716
N 0.7318 2.2958 4.7634
O -0.2184 1.5960 4.3956
O 1.4661 1.8879 5.6954
O 0.9689 3.3766 4.2239
K 3.2819 1.3474 5.8373
K 7.3013 4.7565 4.6222
C -4.5008 3.6053 3.4334
Cl -5.5824 3.5514 4.8256
Cl -3.1229 2.5101 3.6475
H -5.0530 3.3089 2.5460
H -4.1272 4.6185 3.3148
Br 6.3317 0.4219 0.9403
Mg -4.5881 4.0870 -7.7563
*
```

=====

Computed, not measured: C21H28CaN5O5SSi2 as an isolated structure at a distorted geometry, with the ωB97M-V functional and the def2-TZVPD basis.

```
! RIJCOSX wB97M-V def2-TZVPD def2/J DEFGRID3
* xyz -1 1
Ca 0.0610 -1.3327 0.0876
C 5.1996 -4.1993 -0.1096
O 4.4906 -2.9823 -0.3508
C 3.1823 -2.9118 -0.0885
O 2.5828 -1.8723 -0.2724
N 2.5729 -4.0297 0.3938
N 1.2433 -3.8658 0.7657
H 6.2296 -3.9974 -0.3794
H 4.8227 -5.0091 -0.7363
H 5.1567 -4.4780 0.9440
H 3.0392 -4.9145 0.4759
H 1.0863 -4.1163 1.7331
H 0.5927 -4.3466 0.1564
C -2.6567 1.2131 -1.3992
Si -2.3508 0.1002 0.1256
C -2.9400 1.2020 1.5601
C -3.7720 -1.2020 -0.0327
C -5.0885 -0.7032 -0.0461
C -6.2013 -1.5247 -0.1051
C -6.0261 -2.9039 -0.1552
C -4.7402 -3.4183 -0.1616
C -3.5944 -2.6036 -0.1065
Si -1.8874 -3.4915 -0.1919
C -2.1068 -4.6162 -1.7197
C -2.0349 -4.7879 1.2162
H -3.6539 1.6720 -1.3907
H -2.5675 0.6346 -2.3245
H -1.9203 2.0249 -1.4404
H -4.0015 1.4644 1.4886
H -2.3691 2.1385 1.5730
H -2.7850 0.7102 2.5255
H -5.2455 0.3716 -0.0079
H -7.1976 -1.0963 -0.1095
H -6.8834 -3.5674 -0.1917
H -4.6225 -4.4980 -0.2150
H -3.0394 -5.1907 -1.6757
H -1.2830 -5.3401 -1.8049
H -2.1178 -4.0292 -2.6426
H -2.9677 -5.3592 1.1483
H -2.0126 -4.3092 2.2011
H -1.2097 -5.5155 1.1868
O 1.7678 7.3627 2.6994
S 2.8804 7.9229 1.9692
O 2.6602 9.2340 1.4079
O 4.1802 7.7224 2.5829
C 3.0356 6.8481 0.5035
N 3.6911 7.3478 -0.5528
C 3.8962 6.5189 -1.5632
C 3.4707 5.1988 -1.5604
C 2.7825 4.7915 -0.4356
N 2.5601 5.6015 0.5869
C 2.2664 3.3863 -0.2675
C 2.3040 2.4554 -1.2928
C 1.8515 1.1718 -1.0533
N 1.3553 0.7745 0.1212
C 1.2984 1.6890 1.0976
C 1.7439 2.9900 0.9529
H 4.4337 6.9195 -2.4183
H 3.6803 4.5462 -2.3949
H 2.6881 2.7021 -2.2718
H 1.9049 0.4288 -1.8413
H 0.8817 1.3639 2.0432
H 1.6831 3.7055 1.7632
*
```

=====

Computed, not measured: one molecule with the formula C21H28N2O4 at a distorted geometry, with the ωB97M-V functional and the def2-TZVPD basis.

Results
Relative energy (zero: lowest compared OMol25 entry of this formula, charge and spin) in kJ/mol: 100.02
Structure (SMILES): CCCCc1nc2cc(C(=O)N3CCCC[C@@H]3CC(=O)OCC)ccc2o1

```
! RIJCOSX wB97M-V def2-TZVPD def2/J DEFGRID3
* xyz 0 1
C -5.7624 -0.2508 -1.7901
C -6.9002 0.0730 -0.8296
C -6.5561 -0.1844 0.6373
H -7.4622 -0.0542 1.2330
H -6.2210 -1.2162 0.7596
C -5.4826 0.7592 1.1941
C -4.1128 0.4136 0.7445
N -3.2392 1.2343 0.2698
C -2.1208 0.4705 0.0207
C -0.8764 0.7978 -0.4957
C 0.0497 -0.2265 -0.6171
C -0.2652 -1.5422 -0.2615
C -1.5003 -1.8825 0.2580
C -2.4149 -0.8566 0.3949
O -3.6897 -0.8731 0.8608
H -1.7425 -2.8955 0.5359
H 0.4876 -2.3029 -0.3966
C 1.3832 0.0496 -1.2451
O 1.6615 -0.4015 -2.3427
N 2.2284 0.8422 -0.5467
C 2.0393 1.1956 0.8506
H 1.0207 1.5815 0.9793
C 3.0314 2.2946 1.2400
C 3.0699 3.3612 0.1498
C 3.6027 2.7686 -1.1634
C 3.4846 1.2422 -1.1497
H 3.4975 0.8398 -2.1639
H 4.3180 0.8070 -0.5918
H 4.6518 3.0296 -1.3052
H 3.0420 3.1740 -2.0060
H 2.0565 3.7410 0.0029
H 3.6917 4.1976 0.4693
H 4.0238 1.8683 1.3886
H 2.7106 2.7348 2.1854
C 2.1879 -0.0428 1.7700
C 3.3464 -0.9027 1.3091
O 4.5094 -0.6553 1.4982
O 2.8951 -1.9670 0.6514
C 3.8491 -2.8611 0.0691
C 4.3165 -2.3687 -1.2927
H 3.4621 -2.0799 -1.9013
H 4.8634 -3.1601 -1.7970
H 4.9715 -1.5090 -1.1779
H 3.3188 -3.8116 -0.0186
H 4.6963 -2.9691 0.7544
H 1.2793 -0.6428 1.7363
H 2.3742 0.2948 2.7894
H -0.6554 1.8066 -0.8062
H -5.4972 0.7001 2.2867
H -5.6807 1.7910 0.9036
H -7.1907 1.1188 -0.9525
H -7.7658 -0.5425 -1.0868
H -6.1037 -0.1629 -2.8192
H -5.4075 -1.2679 -1.6346
H -4.9297 0.4338 -1.6535
*
```

=====

Computed, not measured: one molecule with the formula C21H28N2O5, with the ωB97M-V functional and the def2-TZVPD basis.

Results
Relative energy (zero: lowest compared OMol25 entry of this formula, charge and spin) in kJ/mol: 150.80
Structure (SMILES): CCCc1cc(=O)oc2c(C)c(OCC(=O)NCCN3CCOCC3)ccc12

```
! RIJCOSX wB97M-V def2-TZVPD def2/J DEFGRID3
* xyz 0 1
C 4.6002 -3.2723 0.8071
C 5.9131 -2.6137 0.4051
H 6.6073 -3.3792 0.0524
H 6.3594 -2.1338 1.2782
C 5.7434 -1.5636 -0.7042
C 4.9419 -0.3905 -0.2217
C 5.5500 0.5644 0.5192
C 4.8508 1.7022 1.0715
O 5.3456 2.5764 1.7395
O 3.5088 1.7801 0.8080
C 2.8621 0.8554 0.0626
C 1.4958 1.0603 -0.1351
C 0.7812 0.1365 -0.9015
C 1.4275 -0.9685 -1.4546
C 2.7740 -1.1562 -1.2463
C 3.5285 -0.2593 -0.4855
H 3.2459 -2.0198 -1.6839
H 0.8832 -1.6849 -2.0482
O -0.5445 0.4097 -1.0491
C -1.3421 -0.4492 -1.8315
C -2.7883 0.0560 -1.8754
O -3.6507 -0.5777 -2.4463
N -2.9905 1.2214 -1.2436
H -2.2116 1.6451 -0.7624
C -4.2959 1.8199 -1.1101
C -4.8175 1.8237 0.3429
N -5.0623 0.5496 0.9734
C -5.9418 -0.3495 0.2458
H -5.4447 -0.7994 -0.6285
C -6.3728 -1.4661 1.1996
O -5.2621 -2.1632 1.7156
C -4.3889 -1.2837 2.3814
C -3.8986 -0.1783 1.4423
H -3.3350 -0.6491 0.6216
H -3.2406 0.5021 1.9873
H -4.9028 -0.8237 3.2392
H -3.5545 -1.8905 2.7379
H -6.9514 -1.0287 2.0277
H -6.9820 -2.2062 0.6787
H -6.8213 0.2053 -0.0865
H -4.1129 2.3719 0.9755
H -5.7661 2.3712 0.3408
H -4.2565 2.8547 -1.4653
H -4.9698 1.2507 -1.7529
H -0.9770 -0.5030 -2.8657
H -1.3595 -1.4670 -1.4192
C 0.7901 2.2441 0.4523
H -0.0178 1.9104 1.1021
H 1.4836 2.8504 1.0251
H 0.3559 2.8501 -0.3419
H 6.6048 0.5200 0.7412
H 6.7348 -1.2090 -0.9932
H 5.2852 -2.0260 -1.5768
H 4.1509 -3.7878 -0.0388
H 4.7743 -4.0016 1.5947
H 3.8922 -2.5337 1.1760
*
```

=====

Result set for HOMO-LUMO gap: 1.0271, 5.3672, 9.5425, 8.4683 eV, one per record in the order listed.
Result set for total energy: -281476.1873, -84950.2214, -33403.2076, -35449.4488 eV, one per record in the order listed.